This record from OMol25 describes 8 unconnected molecules or ions with the total composition C11H38O8 in a non-equilibrium geometry. The level of theory is ωB97M-V/def2-TZVPD.

Element x y z (Å)
C (0.89, 4.47, 2.43)
C (0.64, 5.47, 1.30)
O (-0.80, 5.66, 1.29)
H (0.39, 4.79, 3.35)
H (1.95, 4.47, 2.70)
H (0.54, 3.44, 2.37)
H (1.06, 5.12, 0.36)
H (1.06, 6.45, 1.50)
H (-1.06, 6.33, 0.66)
C (-0.78, 2.75, -1.23)
C (0.03, 1.90, -2.24)
O (0.82, 2.86, -2.88)
H (-1.34, 3.52, -1.77)
H (-0.23, 3.29, -0.47)
H (-1.41, 2.02, -0.72)
H (-0.45, 1.25, -2.98)
H (0.78, 1.25, -1.78)
H (0.38, 3.25, -3.64)
C (-2.96, -2.30, -3.06)
C (-2.56, -2.11, -1.58)
O (-1.60, -3.03, -1.15)
H (-3.01, -3.36, -3.30)
H (-2.20, -2.00, -3.78)
H (-3.85, -1.79, -3.42)
H (-3.42, -2.36, -0.95)
H (-2.40, -1.05, -1.39)
H (-0.83, -2.79, -1.68)
C (0.16, 0.04, 0.99)
C (-0.65, -1.00, 1.75)
O (-0.18, -2.30, 1.51)
H (-0.13, -0.08, -0.06)
H (1.19, -0.29, 1.12)
H (0.00, 1.05, 1.36)
H (-1.64, -0.83, 1.33)
H (-0.75, -0.78, 2.82)
H (-0.59, -2.63, 0.71)
O (-2.34, 2.76, 2.43)
H (-1.66, 2.82, 3.10)
H (-2.38, 3.64, 2.05)
O (0.92, -2.70, 4.06)
H (1.24, -3.58, 3.87)
H (0.57, -2.39, 3.23)
O (-0.83, -1.80, 6.02)
H (-0.07, -1.90, 5.45)
H (-1.06, -2.69, 6.29)
C (2.44, -4.05, -1.34)
C (2.04, -2.58, -1.91)
C (3.07, -2.02, -2.80)
O (0.87, -2.62, -2.67)
H (2.36, -4.75, -2.17)
H (1.62, -4.26, -0.66)
H (3.33, -4.08, -0.71)
H (1.94, -1.87, -1.09)
H (4.00, -1.90, -2.25)
H (2.73, -1.04, -3.13)
H (3.23, -2.63, -3.68)
H (0.97, -3.06, -3.52)

Properties
F_max ... 2.94 eV Å⁻¹
Multiplicity ... 2
ΔE to the lowest compared entry with this formula, charge and spin ... 0.0 kcal per mole
Orbital gap (spin up / spin down) ... 8.3 / 2.0 eV
⟨S²⟩ ... 0.754
Total charge ... +1

This record from OMol25 describes 2 unconnected molecules or ions with the total composition C12H10N2O4. The level of theory is ωB97M-V/def2-TZVPD.

Element x y z (Å)
O (-0.64, 0.28, 3.33)
N (0.02, 1.29, 3.34)
O (0.10, 2.07, 4.26)
C (0.85, 1.55, 2.15)
C (1.47, 2.78, 2.04)
C (2.28, 3.02, 0.95)
C (2.45, 2.03, -0.01)
C (1.83, 0.79, 0.13)
C (0.99, 0.56, 1.20)
H (1.31, 3.52, 2.81)
H (2.77, 3.98, 0.85)
H (3.12, 2.14, -0.85)
H (2.00, 0.02, -0.61)
H (0.44, -0.37, 1.29)
O (-3.57, -0.32, 0.11)
N (-3.15, -1.44, -0.05)
O (-3.52, -2.42, 0.55)
C (-2.04, -1.60, -0.99)
C (-1.41, -0.49, -1.48)
C (-0.34, -0.62, -2.36)
C (0.12, -1.89, -2.68)
C (-0.52, -3.02, -2.15)
C (-1.61, -2.87, -1.30)
H (-1.72, 0.50, -1.17)
H (0.06, 0.31, -2.73)
H (0.95, -2.04, -3.35)
H (-0.13, -4.00, -2.37)
H (-2.13, -3.73, -0.92)

Properties
F_max ... 0.86 eV Å⁻¹
ΔE to the lowest compared entry with this formula, charge and spin ... 21.7 kcal per mole
Orbital gap ... 9.6 eV
SMILES string ... O=[N+]([O-])c1ccccc1.O=[N+]([O-])c1ccccc1

This record from OMol25 describes 8 unconnected molecules or ions with the total composition C32H48O24 in a non-equilibrium geometry. The level of theory is ωB97M-V/def2-TZVPD.

Element x y z (Å)
C (-1.41, 4.53, -3.99)
C (-0.53, 4.52, -5.27)
C (-1.13, 3.84, -6.49)
O (-0.65, 4.62, -7.55)
C (-0.28, 5.82, -7.04)
O (0.03, 6.81, -7.72)
O (-0.21, 5.77, -5.70)
H (-2.36, 5.05, -4.08)
H (-0.89, 5.00, -3.16)
H (-1.70, 3.52, -3.68)
H (0.38, 4.00, -4.95)
H (-2.21, 3.81, -6.43)
H (-0.84, 2.79, -6.45)
C (-2.78, -3.26, -3.08)
C (-1.55, -3.82, -3.79)
C (-0.25, -3.73, -2.99)
O (0.18, -5.08, -3.03)
C (-0.71, -5.87, -3.52)
O (-0.63, -7.16, -3.54)
O (-1.74, -5.19, -4.02)
H (-3.11, -3.63, -2.11)
H (-3.60, -3.42, -3.78)
H (-2.73, -2.18, -3.00)
H (-1.40, -3.31, -4.74)
H (-0.39, -3.35, -1.98)
H (0.41, -3.12, -3.60)
C (2.12, -2.72, 4.65)
C (1.19, -1.83, 3.80)
C (1.48, -1.99, 2.29)
O (0.24, -2.40, 1.78)
C (-0.67, -2.45, 2.76)
O (-1.86, -2.60, 2.43)
O (-0.15, -2.27, 3.97)
H (1.95, -3.77, 4.41)
H (1.99, -2.59, 5.73)
H (3.13, -2.47, 4.35)
H (1.37, -0.79, 4.09)
H (2.31, -2.68, 2.14)
H (1.67, -1.02, 1.82)
C (4.10, 0.52, 5.15)
C (3.61, 1.75, 4.27)
C (4.30, 1.89, 2.97)
O (3.27, 2.13, 2.03)
C (2.11, 1.69, 2.57)
O (1.00, 1.68, 1.98)
O (2.28, 1.43, 3.90)
H (4.42, -0.31, 4.53)
H (3.34, 0.11, 5.81)
H (4.92, 0.87, 5.77)
H (3.55, 2.64, 4.90)
H (4.85, 1.00, 2.67)
H (4.93, 2.77, 3.06)
C (-3.63, 6.54, 3.15)
C (-2.25, 6.03, 2.59)
C (-1.77, 4.56, 2.78)
O (-1.81, 3.99, 1.44)
C (-2.16, 4.93, 0.53)
O (-2.16, 4.72, -0.73)
O (-2.34, 6.16, 1.17)
H (-3.66, 6.40, 4.23)
H (-4.45, 5.97, 2.72)
H (-3.76, 7.54, 2.75)
H (-1.33, 6.55, 2.87)
H (-2.38, 4.04, 3.53)
H (-0.81, 4.50, 3.29)
C (0.51, -0.49, -1.08)
C (-0.70, -0.09, -0.29)
C (-1.43, 1.20, -0.67)
O (-2.74, 0.81, -0.43)
C (-2.87, -0.47, -0.55)
O (-3.92, -1.14, -0.58)
O (-1.69, -1.03, -0.61)
H (0.43, -0.46, -2.17)
H (0.84, -1.49, -0.83)
H (1.30, 0.17, -0.73)
H (-0.47, -0.09, 0.77)
H (-1.25, 1.36, -1.73)
H (-1.15, 2.02, -0.02)
C (-4.58, -3.92, 1.00)
C (-3.81, -5.02, 1.60)
C (-4.04, -5.07, 3.08)
O (-4.26, -6.49, 3.33)
C (-4.73, -7.08, 2.20)
O (-5.13, -8.21, 2.05)
O (-4.50, -6.19, 1.19)
H (-4.05, -2.99, 1.18)
H (-5.54, -3.79, 1.49)
H (-4.69, -4.03, -0.08)
H (-2.76, -5.18, 1.35)
H (-4.98, -4.55, 3.28)
H (-3.22, -4.61, 3.62)
C (5.66, 1.05, -0.80)
C (5.62, -0.30, -1.44)
C (4.36, -0.57, -2.12)
O (4.80, -0.80, -3.46)
C (6.13, -0.73, -3.55)
O (6.82, -1.03, -4.50)
O (6.59, -0.34, -2.44)
H (6.67, 1.45, -0.70)
H (5.14, 0.92, 0.15)
H (5.25, 1.81, -1.47)
H (5.92, -1.04, -0.69)
H (3.81, 0.36, -2.09)
H (3.82, -1.42, -1.69)

Properties
F_max ... 7.61 eV Å⁻¹
Multiplicity ... 2
ΔE to the lowest compared entry with this formula, charge and spin ... 3.4 kcal per mole
Orbital gap (spin up / spin down) ... 2.3 / 10.2 eV
⟨S²⟩ ... 0.751
Total charge ... -1

This record from OMol25 describes 2 unconnected molecules or ions with the total composition CH2O3S2 in a non-equilibrium geometry. The level of theory is ωB97M-V/def2-TZVPD.

Element x y z (Å)
C (-1.14, 0.64, -0.25)
O (-2.52, -1.79, 0.36)
O (-1.97, 0.32, -1.22)
O (-0.65, 1.79, 0.01)
S (1.35, -0.66, -0.83)
S (-2.64, -0.34, 0.20)
H (-0.11, 1.68, 0.81)
H (0.70, -1.20, -1.76)

Properties
F_max ... 4.45 eV Å⁻¹
Multiplicity ... 3
ΔE to the lowest compared entry with this formula, charge and spin ... 31.3 kcal per mole
Orbital gap (spin up / spin down) ... 7.8 / 6.7 eV
⟨S²⟩ ... 2.010

This record from OMol25 describes a single C4H8O2 molecule in a non-equilibrium geometry. The level of theory is ωB97M-V/def2-TZVPD.

Element x y z (Å)
C (-1.55, -0.26, -0.22)
C (-0.49, 0.79, -0.02)
C (0.79, 0.56, 0.76)
O (1.17, -0.67, 1.30)
C (0.83, 0.53, -0.75)
O (0.94, -0.88, -1.23)
H (-2.10, -0.03, -1.14)
H (-1.07, -1.23, -0.36)
H (-2.27, -0.31, 0.61)
H (-0.89, 1.80, 0.14)
H (1.12, 1.40, 1.39)
H (0.42, -1.09, 1.73)
H (1.50, 0.65, -1.59)
H (1.59, -1.25, -0.62)

Properties
F_max ... 3.54 eV Å⁻¹
ΔE to the lowest compared entry with this formula, charge and spin ... 81.2 kcal per mole
Orbital gap ... 10.2 eV
SMILES string ... C[C@H]1[C@@H](O)[C@H]1O

This record from OMol25 describes a single C6H9N molecule. The level of theory is ωB97M-V/def2-TZVPD.

Element x y z (Å)
C (1.41, 1.37, -0.01)
C (0.48, 0.68, -0.90)
N (1.79, 0.05, -0.54)
C (1.02, -1.07, 0.10)
C (-0.30, -0.33, -0.09)
C (-1.33, 0.01, 0.95)
C (-1.73, -0.69, -0.33)
H (1.12, 1.51, 1.03)
H (2.02, 2.17, -0.43)
H (0.29, 0.93, -1.94)
H (1.33, -1.37, 1.11)
H (1.12, -1.92, -0.57)
H (-1.60, 1.05, 1.11)
H (-1.32, -0.60, 1.85)
H (-2.08, -1.72, -0.28)
H (-2.23, -0.07, -1.07)

Properties
F_max ... 0.47 eV Å⁻¹
ΔE to the lowest compared entry with this formula, charge and spin ... 75.7 kcal per mole
Orbital gap ... 10.0 eV
SMILES string ... C1[C@H]2N1CC21CC1

This record from OMol25 describes a single C7H8BrClOSi molecule in a non-equilibrium geometry. The level of theory is ωB97M-V/def2-TZVPD.

Element x y z (Å)
C (1.12, -2.37, -1.37)
O (2.03, -1.34, -1.09)
Si (1.89, -0.32, 0.10)
Cl (2.30, -1.49, 1.78)
Br (3.75, 0.92, -0.64)
C (0.26, 0.57, 0.31)
C (-0.81, -0.19, 0.86)
C (-2.07, 0.32, 1.19)
C (-2.31, 1.58, 0.79)
C (-1.34, 2.34, 0.18)
C (-0.01, 1.88, 0.02)
H (0.22, -2.36, -0.77)
H (1.80, -3.17, -1.30)
H (0.81, -2.21, -2.37)
H (-0.57, -1.28, 0.90)
H (-2.86, -0.32, 1.57)
H (-3.36, 1.85, 0.77)
H (-1.66, 3.16, -0.49)
H (0.79, 2.43, -0.45)

Properties
F_max ... 3.34 eV Å⁻¹
ΔE to the lowest compared entry with this formula, charge and spin ... 0.0 kcal per mole
Orbital gap ... 10.0 eV
SMILES string ... CO[Si@@](Cl)(Br)c1ccccc1

This record from OMol25 describes 17 unconnected molecules or ions with the total composition C24H34Cl49NO in a non-equilibrium geometry. The level of theory is ωB97M-V/def2-TZVPD.

Element x y z (Å)
C (0.86, 5.13, -1.79)
C (0.22, 3.73, -2.09)
C (1.33, 2.64, -2.33)
C (-0.69, 3.26, -0.89)
C (-1.86, 2.34, -1.31)
C (-3.31, 2.94, -1.17)
C (-4.06, 3.03, -2.52)
N (-3.31, 3.52, -3.66)
O (-3.40, 4.06, -0.28)
C (-3.65, 5.30, -0.83)
Cl (-2.28, 5.98, -1.84)
H (0.51, 5.81, -2.58)
H (1.96, 5.10, -1.82)
H (0.50, 5.55, -0.84)
H (-0.41, 3.78, -2.99)
H (1.21, 1.77, -1.67)
H (2.32, 3.08, -2.11)
H (1.27, 2.31, -3.37)
H (-0.95, 4.15, -0.30)
H (-0.02, 2.66, -0.25)
H (-1.72, 2.09, -2.38)
H (-1.77, 1.38, -0.77)
H (-3.85, 2.13, -0.63)
H (-4.38, 1.99, -2.75)
H (-5.01, 3.60, -2.46)
H (-2.35, 3.73, -3.48)
H (-3.78, 4.25, -4.17)
H (-4.61, 5.39, -1.35)
H (-3.71, 5.99, 0.01)
C (4.97, 0.66, -2.33)
Cl (3.51, 0.03, -1.56)
Cl (4.73, 0.81, -4.08)
Cl (5.43, 2.22, -1.63)
H (5.78, -0.04, -2.16)
C (-1.29, 0.08, 2.59)
Cl (-1.43, -1.50, 3.37)
Cl (0.10, 0.12, 1.49)
Cl (-2.77, 0.48, 1.72)
H (-1.14, 0.83, 3.36)
C (-5.90, 4.04, -6.97)
Cl (-5.33, 5.28, -5.86)
Cl (-5.18, 4.27, -8.57)
Cl (-5.53, 2.43, -6.36)
H (-6.98, 4.13, -7.06)
C (0.72, -2.22, 7.17)
Cl (-0.10, -2.46, 8.72)
Cl (0.29, -3.51, 6.04)
Cl (0.34, -0.63, 6.50)
H (1.79, -2.27, 7.34)
C (3.20, -4.87, 9.09)
Cl (1.76, -5.52, 9.89)
Cl (2.94, -4.70, 7.36)
Cl (3.67, -3.32, 9.81)
H (4.01, -5.58, 9.25)
C (-8.19, 2.71, -0.87)
Cl (-7.55, 2.83, -2.51)
Cl (-7.02, 3.34, 0.29)
Cl (-9.73, 3.55, -0.74)
H (-8.36, 1.66, -0.66)
C (3.36, -2.63, 3.29)
Cl (3.32, -4.37, 3.53)
Cl (1.74, -1.94, 3.37)
Cl (4.42, -1.85, 4.48)
H (3.76, -2.43, 2.30)
C (-0.16, -9.15, 11.41)
Cl (0.44, -7.91, 12.51)
Cl (0.45, -8.89, 9.77)
Cl (0.27, -10.76, 11.99)
H (-1.24, -9.08, 11.38)
C (6.56, 3.08, 2.34)
Cl (6.46, 1.50, 3.12)
Cl (7.92, 3.13, 1.22)
Cl (5.05, 3.45, 1.50)
H (6.71, 3.83, 3.10)
C (1.17, -6.69, 0.95)
Cl (0.53, -5.23, 1.70)
Cl (0.21, -7.15, -0.46)
Cl (2.87, -6.47, 0.50)
H (1.12, -7.50, 1.68)
C (-1.21, -6.69, -4.35)
Cl (-1.82, -7.44, -2.87)
Cl (0.48, -7.12, -4.62)
Cl (-2.20, -7.15, -5.74)
H (-1.27, -5.61, -4.24)
C (-4.80, -1.22, -8.78)
Cl (-6.00, -1.45, -7.50)
Cl (-4.78, 0.46, -9.31)
Cl (-3.20, -1.72, -8.23)
H (-5.08, -1.84, -9.62)
C (1.27, 3.10, 5.90)
Cl (-0.08, 2.03, 5.52)
Cl (2.71, 2.63, 4.99)
Cl (0.85, 4.78, 5.58)
H (1.49, 3.00, 6.96)
C (4.54, 0.02, -7.97)
Cl (5.15, -1.35, -7.03)
Cl (4.60, 1.51, -7.02)
Cl (5.46, 0.20, -9.47)
H (3.51, -0.18, -8.23)
C (-1.87, 5.36, -7.50)
Cl (-1.37, 3.97, -6.53)
Cl (-1.84, 6.84, -6.54)
Cl (-0.84, 5.52, -8.93)
H (-2.88, 5.18, -7.84)
C (6.58, -7.01, 6.76)
Cl (5.76, -5.73, 5.87)
Cl (5.72, -7.44, 8.25)
Cl (6.79, -8.44, 5.75)
H (7.57, -6.65, 7.04)

Properties
F_max ... 1.79 eV Å⁻¹
ΔE to the lowest compared entry with this formula, charge and spin ... 14.3 kcal per mole
Orbital gap ... 8.7 eV